(1)
Density functional theory data (ωB97M-V/def2-TZVPD) for a structure of composition C5H8N2.

```
! wB97M-V def2-TZVPD RIJCOSX def2/J DEFGRID3
* xyz 0 1
C -2.4362 0.3424 0.1742
N -1.0761 0.4301 -0.3616
C -0.5317 -0.8775 -0.6279
C 0.8907 -0.7611 -1.0891
C 1.1734 -0.0946 0.0326
C 2.3364 0.6079 0.6327
N -0.1702 -0.2265 0.6363
H -3.1362 0.2782 -0.6652
H -2.6430 1.2520 0.7414
H -2.5777 -0.5267 0.8335
H -1.1789 -1.7512 -0.6750
H 1.4302 -1.0407 -1.9836
H 2.3016 1.6795 0.4090
H 3.2663 0.2009 0.2229
H 2.3515 0.4870 1.7200
*
```

max |F| = 0.007 Eh/bohr
orbital gap = 10.2 eV
ΔE to the lowest compared entry with this formula, charge and spin = 3.9376 eV
LUMO = 1.225 eV
HOMO = -0.330 hartree

Which charges does Löwdin predict for the atoms? In e, they are: number 1, C, carries -0.1067; number 2, N, carries -0.0656; number 3, C, carries -0.2946; number 4, C, carries 0.0312; number 5, C, carries -0.2865; number 6, C, carries -0.0346; number 7, N, carries 0.0477; number 8, H, carries 0.0811; number 9, H, carries 0.0764; number 10, H, carries 0.0788; number 11, H, carries 0.1390; number 12, H, carries 0.0927; number 13, H, carries 0.0826; number 14, H, carries 0.0803; number 15, H, carries 0.0782

=====

(2)
Density functional theory data (ωB97M-V/def2-TZVPD) for the molecule C5H8N2.

```
! wB97M-V def2-TZVPD RIJCOSX def2/J DEFGRID3
* xyz 0 1
H -1.2680 0.9069 2.9613
N -0.7484 0.4182 2.2343
C -0.6434 1.1391 1.1800
N -1.0189 2.4610 1.0226
C 0.1415 0.5956 0.0745
C 0.3998 -0.6873 0.0616
C 0.7387 -1.8625 -0.3588
C 0.7793 -1.8311 -1.8736
H -1.2664 2.7324 0.0820
H -1.6464 2.8098 1.7300
H 0.6804 1.2575 -0.6032
H 1.3495 -2.5448 0.2233
H -0.1829 -1.6787 -2.3623
H 1.4208 -0.9819 -2.1556
H 1.2642 -2.7341 -2.2161
*
```

max |F| = 0.013 Eh/bohr
orbital gap = 9.0 eV
ΔE to the lowest compared entry with this formula, charge and spin = 2.8740 eV
SMILES = [H]/N=C(\N)C=C=CC
LUMO = 0.620 eV
HOMO = -0.306 hartree

Which charges does Löwdin predict for the atoms? In e, they are: number 1, H, carries 0.0379; number 2, N, carries 0.1159; number 3, C, carries -0.5337; number 4, N, carries 0.1041; number 5, C, carries -0.0621; number 6, C, carries -0.0533; number 7, C, carries -0.1272; number 8, C, carries -0.1017; number 9, H, carries 0.0888; number 10, H, carries 0.0880; number 11, H, carries 0.1178; number 12, H, carries 0.1055; number 13, H, carries 0.0800; number 14, H, carries 0.0768; number 15, H, carries 0.0633